1.
72
Properties=species:S:1:pos:R:3:mulliken_charge:R:1 method="wB97M-V/def2-TZVPD" orbital_gap_ev="6.496 / 5.495" largest_force_ev_per_a=5.5 homo_energy_ev="-6.435 / -6.198" s_squared=3.80 multiplicity=4 e_lumo_ev="0.06 / -0.70"
V -0.11 -0.92 -0.77 -0.14
C -3.97 1.04 1.83 -1.18
O -2.84 0.93 0.93 -0.13
C -2.37 2.10 0.42 0.46
C -2.95 3.42 0.41 -0.64
C -2.18 4.50 0.07 -0.78
C -0.79 4.30 -0.25 -0.82
C -0.24 3.04 -0.32 -0.40
C -1.01 1.93 0.05 0.60
N -0.41 0.65 0.28 0.15
N 0.89 0.66 0.26 0.70
C 1.63 0.79 1.40 -0.32
C 1.51 -0.05 2.57 0.64
O 1.08 -1.25 2.54 -0.90
C 1.94 0.48 3.88 -0.71
C 2.56 1.67 4.02 -1.00
C 2.93 2.37 2.79 0.76
C 3.85 3.47 2.96 -0.71
C 4.52 3.95 1.86 -0.66
C 4.20 3.49 0.57 -0.74
C 3.30 2.48 0.36 -0.14
C 2.65 1.85 1.46 0.36
H -3.80 1.97 2.42 0.43
H -3.91 0.23 2.52 0.25
H -4.88 1.00 1.25 0.35
H -3.98 3.51 0.76 0.50
H -2.56 5.50 0.12 0.43
H -0.23 5.19 -0.34 0.47
H 0.90 2.92 -0.54 0.04
H 1.56 -0.04 4.74 0.40
H 2.93 2.06 4.99 0.27
H 4.04 3.82 3.99 0.33
H 5.33 4.68 1.87 0.37
H 4.71 3.81 -0.30 0.44
H 2.99 2.19 -0.64 0.21
C -1.51 -1.83 -3.36 -1.10
N -1.76 -0.83 -2.30 0.23
C -2.01 0.49 -2.87 -1.01
C -3.04 -1.27 -1.60 -1.25
C -2.70 -2.34 -0.63 0.31
C -3.47 -3.44 -0.29 -0.87
C -3.05 -4.32 0.75 -0.70
C -1.89 -4.02 1.51 -1.05
C -1.24 -2.83 1.19 0.07
C -1.46 -2.20 0.01 1.51
H -0.44 -2.03 -3.51 0.19
H -1.90 -1.57 -4.31 0.36
H -1.98 -2.77 -3.11 0.36
H -2.80 0.54 -3.63 0.32
H -1.08 0.81 -3.45 0.26
H -2.27 1.15 -2.06 0.27
H -3.69 -1.47 -2.42 0.54
H -3.42 -0.40 -1.11 0.35
H -4.30 -3.77 -0.97 0.28
H -3.67 -5.11 1.04 0.50
H -1.59 -4.67 2.33 0.45
H -0.52 -2.39 1.84 0.60
N 1.22 -0.96 -2.42 -0.34
C 1.85 -2.35 -2.70 -0.68
C 3.04 -2.64 -1.80 -0.95
C 2.76 -2.56 -0.29 -0.59
N 1.43 -2.33 0.15 -0.20
H 0.87 -0.49 -3.28 0.31
H 1.95 -0.32 -2.05 0.34
H 2.14 -2.51 -3.74 0.44
H 1.07 -3.14 -2.58 0.33
H 3.86 -2.02 -2.19 0.39
H 3.41 -3.66 -1.98 0.35
H 3.34 -1.73 0.07 0.17
H 3.09 -3.50 0.27 0.45
H 1.48 -1.98 1.15 0.13
H 0.99 -3.29 0.20 0.34



2.
76
Properties=species:S:1:pos:R:3:mulliken_charge:R:1 method="wB97M-V/def2-TZVPD" orbital_gap_ev=5.940 charge=+4 largest_force_ev_per_a=1.3 homo_energy_ev=-18.079 multiplicity=1 e_lumo_ev=-12.14
Zr 0.44 -0.44 0.92 -0.42
C -0.82 -3.08 1.91 -0.85
N 0.49 -2.40 2.03 0.39
C 0.79 -2.05 3.43 -0.46
C 2.00 -1.15 3.45 0.44
C 2.87 -1.10 4.53 -1.08
C 4.01 -0.31 4.45 -0.57
C 4.25 0.40 3.28 -0.96
C 3.33 0.32 2.25 -0.53
N 2.21 -0.43 2.32 1.15
C 1.54 -3.29 1.49 -0.58
C 1.59 -3.15 -0.01 0.42
C 1.82 -4.24 -0.84 -1.21
C 1.89 -4.04 -2.21 -0.41
C 1.75 -2.75 -2.70 -1.14
C 1.52 -1.71 -1.81 0.00
N 1.42 -1.89 -0.48 0.46
C -1.94 -2.08 2.10 0.15
C -3.21 -2.46 2.55 -1.12
C -4.19 -1.49 2.69 -0.55
C -3.88 -0.17 2.36 -1.03
C -2.60 0.12 1.91 -0.41
N -1.63 -0.81 1.79 1.19
H -0.91 -3.90 2.63 0.65
H -0.91 -3.51 0.90 0.47
H 0.99 -2.95 4.03 0.65
H -0.08 -1.56 3.89 0.40
H 2.69 -1.69 5.42 0.59
H 4.70 -0.26 5.28 0.50
H 5.14 0.99 3.17 0.55
H 3.49 0.84 1.32 0.39
H 1.37 -4.33 1.78 0.56
H 2.52 -3.00 1.89 0.43
H 1.95 -5.23 -0.42 0.54
H 2.05 -4.87 -2.88 0.51
H 1.83 -2.55 -3.76 0.52
H 1.41 -0.70 -2.17 0.41
H -3.42 -3.49 2.78 0.59
H -5.18 -1.75 3.03 0.49
H -4.61 0.61 2.45 0.53
H -2.35 1.13 1.61 0.42
C 1.33 4.82 1.71 -0.76
O 1.37 3.38 1.58 -0.35
P 0.27 2.51 0.87 -0.02
O 0.12 1.31 2.09 0.67
C -0.18 1.73 3.44 -1.01
O 1.33 1.39 0.09 0.40
C 2.01 1.91 -1.08 -1.14
H 0.69 5.27 0.95 0.37
H 2.35 5.18 1.59 0.28
H 0.97 5.09 2.70 0.34
H 0.74 2.02 3.96 0.24
H -0.65 0.89 3.96 0.39
H -0.86 2.59 3.44 0.44
H 3.07 1.67 -1.03 0.31
H 1.92 3.00 -1.13 0.52
H 1.58 1.48 -2.00 0.26
C -2.91 -0.81 -3.98 -0.97
N -2.24 0.44 -3.80 0.28
C -1.55 0.88 -2.74 -0.11
Se -1.34 -0.07 -1.08 0.07
N -1.10 2.13 -2.98 0.40
C -1.51 2.53 -4.24 0.44
C -1.33 3.71 -4.95 -0.75
C -1.89 3.75 -6.21 -0.61
C -2.60 2.67 -6.75 -0.71
C -2.79 1.50 -6.04 -0.59
C -2.23 1.44 -4.77 0.59
H -2.75 -1.45 -3.12 0.26
H -2.54 -1.30 -4.88 0.38
H -3.99 -0.64 -4.10 0.39
H -0.67 2.74 -2.30 0.12
H -0.80 4.55 -4.54 0.43
H -1.77 4.65 -6.81 0.44
H -3.02 2.76 -7.74 0.44
H -3.34 0.68 -6.46 0.49



What did the second record say?
76
Properties=species:S:1:pos:R:3:mulliken_charge:R:1 method="wB97M-V/def2-TZVPD" orbital_gap_ev=5.940 charge=+4 largest_force_ev_per_a=1.3 homo_energy_ev=-18.079 multiplicity=1 e_lumo_ev=-12.14
Zr 0.44 -0.44 0.92 -0.42
C -0.82 -3.08 1.91 -0.85
N 0.49 -2.40 2.03 0.39
C 0.79 -2.05 3.43 -0.46
C 2.00 -1.15 3.45 0.44
C 2.87 -1.10 4.53 -1.08
C 4.01 -0.31 4.45 -0.57
C 4.25 0.40 3.28 -0.96
C 3.33 0.32 2.25 -0.53
N 2.21 -0.43 2.32 1.15
C 1.54 -3.29 1.49 -0.58
C 1.59 -3.15 -0.01 0.42
C 1.82 -4.24 -0.84 -1.21
C 1.89 -4.04 -2.21 -0.41
C 1.75 -2.75 -2.70 -1.14
C 1.52 -1.71 -1.81 0.00
N 1.42 -1.89 -0.48 0.46
C -1.94 -2.08 2.10 0.15
C -3.21 -2.46 2.55 -1.12
C -4.19 -1.49 2.69 -0.55
C -3.88 -0.17 2.36 -1.03
C -2.60 0.12 1.91 -0.41
N -1.63 -0.81 1.79 1.19
H -0.91 -3.90 2.63 0.65
H -0.91 -3.51 0.90 0.47
H 0.99 -2.95 4.03 0.65
H -0.08 -1.56 3.89 0.40
H 2.69 -1.69 5.42 0.59
H 4.70 -0.26 5.28 0.50
H 5.14 0.99 3.17 0.55
H 3.49 0.84 1.32 0.39
H 1.37 -4.33 1.78 0.56
H 2.52 -3.00 1.89 0.43
H 1.95 -5.23 -0.42 0.54
H 2.05 -4.87 -2.88 0.51
H 1.83 -2.55 -3.76 0.52
H 1.41 -0.70 -2.17 0.41
H -3.42 -3.49 2.78 0.59
H -5.18 -1.75 3.03 0.49
H -4.61 0.61 2.45 0.53
H -2.35 1.13 1.61 0.42
C 1.33 4.82 1.71 -0.76
O 1.37 3.38 1.58 -0.35
P 0.27 2.51 0.87 -0.02
O 0.12 1.31 2.09 0.67
C -0.18 1.73 3.44 -1.01
O 1.33 1.39 0.09 0.40
C 2.01 1.91 -1.08 -1.14
H 0.69 5.27 0.95 0.37
H 2.35 5.18 1.59 0.28
H 0.97 5.09 2.70 0.34
H 0.74 2.02 3.96 0.24
H -0.65 0.89 3.96 0.39
H -0.86 2.59 3.44 0.44
H 3.07 1.67 -1.03 0.31
H 1.92 3.00 -1.13 0.52
H 1.58 1.48 -2.00 0.26
C -2.91 -0.81 -3.98 -0.97
N -2.24 0.44 -3.80 0.28
C -1.55 0.88 -2.74 -0.11
Se -1.34 -0.07 -1.08 0.07
N -1.10 2.13 -2.98 0.40
C -1.51 2.53 -4.24 0.44
C -1.33 3.71 -4.95 -0.75
C -1.89 3.75 -6.21 -0.61
C -2.60 2.67 -6.75 -0.71
C -2.79 1.50 -6.04 -0.59
C -2.23 1.44 -4.77 0.59
H -2.75 -1.45 -3.12 0.26
H -2.54 -1.30 -4.88 0.38
H -3.99 -0.64 -4.10 0.39
H -0.67 2.74 -2.30 0.12
H -0.80 4.55 -4.54 0.43
H -1.77 4.65 -6.81 0.44
H -3.02 2.76 -7.74 0.44
H -3.34 0.68 -6.46 0.49